Here is C28H46BrMnN3P2S as an isolated structure from OMol25. Energies are from ωB97M-V/def2-TZVPD.

Output
2S+1 ... 6
Energy relative to the best compared isomer or geometry (same formula, charge and spin) ... 64.5 kcal/mol
E ... -6063.9921 Eh
Maximum force ... 5.73 eV/Å
Charge ... +2
HOMO-LUMO gap (spin up / spin down) ... 6.74 / 6.41 eV

Last column: Mulliken charge in e.
Element x y z (Å)
C1 2.33781 4.15822 -0.68084  -0.3395
C2 1.27918 3.52010 -1.30594  0.6146
C3 1.32314 3.31384 -2.70462  -0.2244
C4 2.29053 4.02906 -3.40564  -0.4439
N1 3.19416 4.77140 -2.79229  -0.5449
C5 3.25451 4.83763 -1.47542  -0.5117
C6 0.18817 3.31667 -0.43399  0.2684
C7 -0.54425 2.55241 0.26557  0.0207
C8 -1.76744 2.39886 0.97996  0.0365
C9 -2.22587 1.12159 1.66522  1.9428
C10 -3.60145 0.80145 1.59938  -0.4102
C11 -4.44936 1.75739 1.05552  -0.4151
C12 -4.11154 3.08687 0.77039  -0.2096
C13 -2.74982 3.45354 0.74946  -0.7515
Mn1 -1.56464 -0.86047 1.18875  0.2549
P1 1.68780 -0.59551 -0.13912  0.7924
H1 0.64667 2.67480 -3.25736  0.3866
H2 2.41800 4.21979 0.39288  0.4520
H3 2.33144 4.02524 -4.49795  0.4026
H4 4.02332 5.45695 -1.01535  0.3743
H5 -2.35605 4.46292 0.44034  0.4475
H6 -1.64618 0.49905 2.45087  -1.5810
H7 -4.90765 3.81891 0.51640  0.4491
H8 -3.86469 -0.18831 1.91417  0.8809
C14 2.42273 -2.27542 0.09442  -0.7284
C15 3.63796 -2.71244 -0.71302  -1.4482
H9 1.59448 -2.97251 -0.10389  0.4637
H10 2.64004 -2.36610 1.16668  0.5570
H11 3.87175 -3.75074 -0.45767  0.4521
H12 3.47246 -2.68719 -1.79239  0.2584
H13 4.54166 -2.14134 -0.48990  0.2523
C16 2.10576 -0.24011 -1.91566  -0.1280
C17 3.46567 0.28627 -2.36345  -1.7052
H14 1.33904 0.48931 -2.22097  0.0870
H15 1.89608 -1.16869 -2.46218  0.4537
H16 3.45366 0.37926 -3.45711  0.4325
H17 3.69493 1.28486 -1.97592  0.2534
H18 4.30097 -0.38484 -2.13805  0.3199
C18 2.89006 0.53146 0.70666  -0.0109
C19 4.35886 0.12340 0.74767  -1.5384
H19 2.50899 0.63945 1.73336  0.4654
H20 2.78246 1.51865 0.23427  -0.1639
H21 4.91096 0.85864 1.34449  0.4843
H22 4.52237 -0.85413 1.21239  0.3250
H23 4.83272 0.12475 -0.23952  0.1962
Br1 -6.23777 0.91300 0.71774  -0.1296
P2 -1.75767 -1.71938 -1.47578  0.9471
C20 -0.62393 -2.59590 -2.52957  -0.1200
C21 -1.13481 -3.87495 -3.14747  -1.6012
H24 0.29728 -2.81936 -1.98475  -0.0233
H25 -0.32519 -1.90808 -3.32010  0.5305
H26 -0.34749 -4.30840 -3.75660  0.4660
H27 -1.40426 -4.62827 -2.41887  0.3268
H28 -1.98277 -3.73802 -3.80746  0.3394
C22 -2.77210 -2.85101 -0.51014  -0.2168
C23 -4.11636 -3.19079 -1.12160  -1.5851
H29 -2.95434 -2.46180 0.52156  0.1107
H30 -2.19094 -3.77044 -0.37275  0.4889
H31 -4.65975 -3.83823 -0.42539  0.4570
H32 -4.74631 -2.31456 -1.28347  0.2975
H33 -4.03810 -3.74489 -2.05815  0.3259
C24 -2.67004 -0.46977 -2.36511  -0.2764
C25 -3.20899 -0.84724 -3.72339  -1.4632
H34 -2.01398 0.40002 -2.48424  0.3023
H35 -3.48484 -0.11800 -1.72335  0.1743
H36 -3.76544 -0.00785 -4.13368  0.4476
H37 -2.43345 -1.06597 -4.44772  0.3591
H38 -3.89638 -1.68309 -3.71687  0.3021
C26 1.32560 -0.70227 5.92619  -0.9477
N2 1.01806 -0.43330 4.50076  -0.1682
C27 -0.23129 -0.68547 4.00304  0.4181
S1 -0.57833 -2.08448 3.01644  -0.4295
N3 -1.21310 0.17979 4.35348  -0.1160
C28 -1.05875 1.33223 5.28066  -1.1049
H39 0.42498 -0.94140 6.51105  0.3407
H40 1.81180 0.17030 6.36603  0.3481
H41 2.03105 -1.54258 6.01168  0.3446
H42 1.74048 -0.78696 3.88152  0.2284
H43 -2.16176 -0.04996 4.02297  0.3464
H44 -1.78367 2.09175 4.99668  0.3685
H45 -1.21986 1.01663 6.30693  0.3658
H46 -0.06697 1.76374 5.19915  0.3760

Cartesian forces, eV/Å:
C 0.673 0.914 -0.293
C 0.445 0.671 -0.524
C -0.070 0.573 0.228
C -0.136 -0.652 0.288
N 0.794 0.972 -0.397
C -0.049 -0.647 0.123
C -2.139 -5.057 1.644
C 1.698 3.333 -0.781
C -1.832 -0.893 0.750
C 0.210 2.378 -0.802
C 1.831 1.801 -0.259
C -2.096 -1.503 -0.144
C 0.014 0.151 0.093
C 0.734 -1.608 0.102
Mn 1.675 -1.529 -2.894
P 0.726 0.303 -0.102
H -0.380 0.244 0.251
H -0.285 0.140 0.138
H -0.027 -0.174 0.330
H -0.013 -0.156 -0.240
H -0.721 -1.305 0.254
H -0.108 1.973 -1.253
H 0.688 -0.669 0.133
H -0.977 -0.233 0.397
C -0.280 -0.068 0.182
C 0.361 -0.329 -0.028
H 0.158 0.028 0.144
H -0.110 -0.057 -0.066
H -0.053 0.059 -0.071
H -0.056 0.079 0.093
H -0.254 -0.004 -0.098
C -0.747 0.010 -0.163
C 0.335 0.048 -0.322
H 0.124 -0.207 -0.110
H -0.101 0.178 0.035
H -0.060 0.042 0.176
H -0.066 -0.189 0.084
H -0.280 0.128 0.049
C -0.265 -0.098 0.281
C 0.472 0.317 0.140
H 0.132 0.118 -0.113
H -0.068 -0.192 0.118
H -0.047 -0.129 -0.017
H -0.104 0.182 -0.060
H -0.214 -0.081 0.321
Br 1.269 1.292 0.182
P 1.283 1.803 3.056
C 0.538 -0.437 -0.485
C -0.005 -0.507 -0.513
H -0.145 0.142 0.168
H -0.024 0.216 -0.021
H 0.124 -0.108 -0.078
H -0.070 -0.121 0.292
H -0.239 0.198 -0.065
C -0.853 -0.763 -0.462
C -0.867 -0.587 0.454
H -0.031 -0.153 -0.298
H 0.070 0.145 0.107
H -0.079 0.042 -0.160
H 0.137 0.051 -0.052
H 0.199 0.142 0.003
C -0.589 0.309 -0.534
C -0.492 0.218 -0.654
H 0.124 -0.173 0.197
H 0.022 -0.102 0.141
H -0.058 0.116 -0.071
H 0.298 -0.110 -0.025
H -0.097 -0.268 0.186
C 0.251 0.323 0.609
N -0.342 -0.768 -0.522
C -0.661 0.804 0.667
S 0.054 0.902 -0.021
N 0.544 -0.915 0.264
C -0.125 -0.290 -0.495
H 0.261 0.090 -0.391
H -0.124 -0.056 0.019
H -0.404 0.200 -0.172
H -0.191 -0.205 0.180
H 0.734 -0.034 0.941
H -0.082 -0.079 0.062
H -0.118 -0.019 0.052
H 0.153 -0.159 -0.179

***

Here is C28H46BrN3P2STi as an isolated structure from OMol25. Energies are from ωB97M-V/def2-TZVPD.

Output
2S+1 ... 3
Energy relative to the best compared isomer or geometry (same formula, charge and spin) ... 42.8 kcal/mol
E ... -5762.5558 Eh
Maximum force ... 4.70 eV/Å
Charge ... +2
HOMO-LUMO gap (spin up / spin down) ... 6.25 / 6.91 eV

Last column: Mulliken charge in e.
Element x y z (Å)
N1 -5.69421 -1.23457 3.72721  -0.5412
C1 -4.90144 -0.26925 4.19859  -0.4778
C2 -4.38968 0.73454 3.38300  -0.5089
C3 -4.56618 0.61742 1.98094  0.6985
C4 -5.57344 -0.26499 1.53438  -0.2350
C5 -6.03795 -1.21544 2.43966  -0.5342
C6 -3.69067 1.38086 1.11513  -0.3413
Ti1 0.43402 1.02724 -0.96368  -0.3550
P1 2.74326 0.37012 -1.33908  1.0007
C7 -3.49966 1.28016 -0.23293  -0.5233
C8 -2.37857 1.91875 -0.93248  0.9106
C9 -2.27559 1.83485 -2.35615  -0.6421
C10 -1.06083 2.05660 -2.99821  0.0610
C11 0.01991 2.68698 -2.30485  -0.7252
C12 -0.19736 3.11809 -0.95231  -1.1305
C13 -1.33085 2.63575 -0.24895  -0.8658
Br1 1.47300 3.57812 -3.58562  -0.0553
H1 -3.09999 2.13281 1.64142  0.3008
H2 -4.18893 0.69274 -0.83384  0.5270
H3 -3.85027 1.59212 3.80653  0.4657
H4 -6.00094 -0.20402 0.53238  0.4781
H5 -4.61376 -0.29177 5.24888  0.4077
H6 -6.71602 -1.98424 2.11078  0.4144
H7 -3.16794 1.56298 -2.95456  0.4441
H8 -1.48901 2.96430 0.78144  0.5159
H9 -0.98072 1.97777 -4.08985  0.5724
H10 0.54130 3.73866 -0.42668  0.7533
P2 -0.47937 -1.42819 -0.72259  1.7281
C14 3.14592 1.96978 -0.54521  -0.1645
C15 3.90978 2.89684 -1.47625  -1.1873
H11 3.72001 1.71544 0.36358  0.6100
H12 2.24178 2.48487 -0.16999  0.2482
H13 3.97941 3.88465 -1.00557  0.4226
H14 4.92297 2.53942 -1.69120  0.3243
H15 3.33711 3.04620 -2.41291  -0.1518
C16 2.37827 0.29753 -3.13766  0.6530
C17 3.61350 0.47072 -4.01169  -1.8661
H16 1.62090 1.06845 -3.38510  -0.1140
H17 1.90768 -0.68655 -3.32260  -0.0101
H18 3.26487 0.70804 -5.01994  0.4836
H19 4.24144 1.29914 -3.67349  0.3437
H20 4.17111 -0.47321 -4.05951  0.3972
C18 4.17856 -0.66181 -1.06840  -0.3043
C19 5.50175 0.04284 -1.40859  -1.4684
H21 4.04971 -1.56834 -1.68529  0.4657
H22 4.16402 -0.98615 -0.01364  0.3714
H23 6.32386 -0.67653 -1.28090  0.4411
H24 5.52215 0.38256 -2.45433  0.2942
H25 5.68874 0.89712 -0.74052  0.3437
C20 0.46811 -2.64884 0.29524  -0.8545
C21 1.94889 -2.83310 0.08711  -1.2188
H26 -0.04894 -3.60701 0.12776  0.6256
H27 0.27597 -2.36087 1.33659  0.3396
H28 2.22550 -3.84600 0.38328  0.4524
H29 2.26986 -2.70611 -0.94787  0.2480
H30 2.52788 -2.16375 0.72308  0.1321
C22 -0.38656 -2.11243 -2.42527  -1.0583
C23 -1.43172 -1.60033 -3.39671  -1.1401
H31 -0.45832 -3.19878 -2.31353  0.5399
H32 0.62595 -1.92390 -2.79539  0.2571
H33 -1.24735 -2.03862 -4.38280  0.4554
H34 -2.43996 -1.89536 -3.08729  0.2757
H35 -1.40325 -0.51145 -3.50916  0.0838
C24 -2.14988 -2.03663 -0.19530  -0.5617
C25 -2.35900 -2.49365 1.23974  -0.7780
H36 -2.36254 -2.88368 -0.86609  0.5732
H37 -2.86143 -1.23494 -0.44167  0.1155
H38 -3.39042 -2.81523 1.38571  0.3697
H39 -1.72756 -3.34002 1.51438  0.4298
H40 -2.18119 -1.69703 1.96102  -0.3047
S1 0.88133 0.78379 1.21074  0.4116
C26 0.67144 0.34860 2.89453  -0.2357
N2 1.57596 0.65841 3.83613  -0.1526
C27 1.24723 0.03517 5.10830  -0.6253
C28 -0.20609 -0.44754 4.91900  -0.5067
N3 -0.33405 -0.33953 3.47942  0.2738
H41 2.46366 1.10883 3.61249  0.2297
H42 1.35976 0.76164 5.91362  0.3447
H43 1.93940 -0.80724 5.28728  0.3096
H44 -0.87151 0.28797 5.40625  0.2978
H45 -0.35512 -1.49012 5.28686  0.3544
H46 -1.17775 -0.61161 2.99317  -0.1579

Cartesian forces, eV/Å:
N 0.493 -0.280 0.228
C -0.234 0.238 -0.415
C 0.428 -0.219 -0.697
C -1.192 0.044 0.613
C 0.652 0.009 0.199
C -0.022 0.765 0.154
C 0.272 0.896 -1.287
Ti -1.307 -2.214 0.081
P -1.209 -0.950 0.011
C -0.291 0.337 1.215
C 1.069 0.558 0.367
C 0.396 -0.668 -0.219
C -0.356 1.229 -0.429
C 0.415 1.846 -1.067
C -0.181 0.751 -0.235
C -0.824 0.447 -1.247
Br -2.609 -0.632 1.320
H 0.122 -0.372 0.033
H 0.243 -0.136 0.015
H 0.121 -0.581 -0.216
H 0.469 -0.273 0.112
H -0.432 -0.047 -0.075
H -0.273 -0.115 0.005
H 0.741 -0.121 0.480
H 0.362 -0.406 -0.335
H -0.084 -0.145 0.512
H -0.502 -0.097 -0.359
P -0.161 -0.718 -0.157
C 0.465 0.411 -0.846
C 0.068 0.876 -0.186
H -0.319 -0.053 -0.280
H 0.307 -0.213 -0.186
H 0.197 -0.085 -0.143
H -0.367 0.177 0.012
H 0.958 -0.271 0.853
C 0.612 0.583 -0.153
C -0.403 -0.006 -0.868
H 0.429 -0.526 0.125
H 0.319 0.453 0.252
H 0.300 -0.084 -0.082
H -0.097 -0.252 -0.187
H 0.082 0.403 0.021
C 0.578 -0.552 0.199
C 0.388 -0.269 0.008
H 0.063 0.314 0.251
H 0.092 0.107 -0.414
H -0.199 0.276 0.011
H 0.115 -0.119 0.595
H 0.001 -0.391 -0.244
C -0.333 0.131 -0.032
C 0.519 -0.144 0.052
H 0.052 0.295 0.006
H 0.005 -0.128 -0.164
H 0.047 0.015 -0.040
H -0.083 -0.018 0.018
H -0.043 0.116 -0.143
C 0.375 -0.530 0.388
C -0.132 -0.015 -0.276
H -0.062 -0.034 -0.142
H -0.171 -0.044 0.029
H -0.121 0.094 0.124
H 0.121 0.119 -0.067
H -0.011 -0.206 0.043
C -0.463 0.385 -0.588
C 0.014 -0.091 0.224
H 0.005 0.225 0.116
H 0.031 -0.350 0.059
H -0.019 0.075 -0.072
H -0.071 0.112 -0.051
H -0.092 0.069 -0.025
S 0.922 -0.632 4.569
C -0.526 0.248 -0.077
N -0.208 0.171 -1.164
C 0.791 -0.524 0.712
C 0.377 0.294 0.663
N 0.126 0.081 -1.291
H -0.563 -0.305 0.144
H -0.088 -0.185 0.008
H -0.290 0.328 0.026
H -0.038 -0.666 -0.100
H -0.054 0.955 -0.272
H 0.284 0.230 -0.020